130
Properties=species:S:1:pos:R:3 method="wB97M-V/def2-TZVPD" homo_ev=-12.9 total_charge=+2 gap_ha=0.0511 largest_force_ev_per_a=7.2 spin_multiplicity=1
O 0.37207 -9.48087 -2.24292
S 1.06618 -3.48714 -1.35207
H -2.08452 -0.82400 0.99760
H -0.67349 1.45942 1.86756
C 0.21892 -7.36033 -3.12208
F -7.55897 -0.77802 4.29020
H 3.14444 -5.89801 0.70800
C -7.35579 3.67972 0.90302
H -2.42299 -1.63595 -0.56658
H -8.56871 7.23307 2.39153
C -3.43724 -2.36784 2.68291
C -0.73362 2.55527 -0.34550
Si 4.28463 -6.46265 -1.48879
H 3.92252 -4.07327 -0.36731
O 1.09216 2.45706 3.19011
H 4.59820 0.18333 -1.13593
O -1.44381 -8.96113 -3.28579
C 1.64853 -0.89333 -1.21931
O 3.84631 7.63015 -2.92156
H 1.20610 -1.06132 -2.20676
H 4.23102 3.51638 2.67176
H -1.76954 -2.77972 4.08801
H 3.80482 1.39230 -0.18802
C 0.38342 -0.59078 -0.29131
N -0.33682 -8.71612 -2.86490
H 3.65223 -8.75977 -1.93765
O -8.88393 5.48794 1.39511
H -7.04984 3.02830 0.07841
O 1.98772 6.56759 -3.65123
C -8.38866 4.68688 0.36439
F -3.95230 1.47096 6.15187
H 2.77427 0.50484 -4.77791
Al 6.94370 -7.93940 1.28820
H 3.07943 2.81974 1.45503
H 3.24430 -2.66131 -2.90930
H 1.77257 0.51421 3.35952
H -3.24022 0.34224 -0.51226
C -1.89477 -1.69362 0.37980
H 0.31652 2.67796 -0.59388
F -5.29026 -1.08316 5.84839
C -1.39398 3.61010 0.26096
H -5.94424 3.48859 3.24287
H -8.71238 7.39471 0.62717
H 6.32667 -5.63315 -0.39069
H -3.25427 -2.18524 4.81059
H -3.22893 4.31147 1.10958
H 0.03773 0.68183 -2.03921
H 3.97674 -7.42063 0.77189
H 3.67069 -0.26818 0.33754
N 2.47872 0.28397 -1.35962
C 2.66140 0.78060 -2.70430
H -5.40406 5.17131 3.04881
H 2.67852 -2.34889 0.09661
O 2.89865 2.46289 4.52055
C 3.98980 -7.95501 -2.59348
H -7.13959 4.81468 3.17462
I 0.38917 -2.92775 1.91930
C 0.89307 0.25846 0.89030
H 2.78319 4.40783 2.14373
H 1.27315 1.20160 0.50569
H 5.27390 -3.80320 -1.45778
H 4.93819 -8.28019 -3.02239
C 3.37356 -6.78417 0.11782
H -3.79968 -1.41016 2.30623
H -0.50841 -6.78307 -3.68081
H -7.79594 3.05723 1.68484
O 3.80748 -5.03207 -2.23878
C 3.69790 0.36381 -0.54490
H 3.55319 6.11010 -4.94289
C 2.34771 -2.25035 -0.93817
H 6.74354 -6.39184 -1.96511
H 4.12526 5.11757 -2.69448
O -0.38895 -2.85544 -0.93346
C -2.60047 -2.09415 3.93383
C -0.57462 0.21600 -1.26718
H 4.31513 -1.87448 -1.81534
S -2.49968 -3.13197 1.33590
C 6.13911 -6.47792 -1.06213
C -2.73415 3.48556 0.61914
C 2.65177 7.51338 -2.98565
F -7.35585 -2.92178 6.05317
C 3.51524 -2.61274 -1.85881
C -3.38318 2.30299 0.31761
O 1.75850 8.30682 -2.39317
O 1.00494 -3.64797 -2.76318
C -8.30699 6.78156 1.43834
C 3.19829 3.42230 2.35569
H 2.81444 8.86807 -0.69645
H 1.13207 -7.48746 -3.69258
H 2.39620 -0.97099 -3.95761
H 0.42074 -6.90382 -2.15667
C -6.18123 4.45660 2.78665
C 3.02097 -0.08050 -3.89539
O -6.20463 4.33544 1.37075
H 0.21839 0.91718 4.16096
H 6.39113 -7.40498 -0.53390
H -4.31496 -2.97183 2.95599
H 2.67175 4.14202 -2.76934
H -9.23078 4.12203 -0.04692
C 2.45774 2.75345 3.46591
H 3.98484 3.85108 -3.91859
O 1.32082 -4.72909 -0.70429
H 2.42480 -7.28947 -0.07080
C -2.70926 1.25909 -0.29048
C -1.35848 1.33602 -0.61648
H 2.13828 5.07979 -5.01558
H 1.77446 -0.25151 1.29494
C -0.01511 0.60744 2.06337
Al -6.52935 -1.89931 5.01318
H -2.26138 -1.04302 3.90985
C 2.33676 9.32045 -1.56466
C 0.84737 1.08649 3.27276
H -7.95813 5.29340 -0.43562
Ca -1.00758 0.41617 4.99822
C -0.38450 -1.89844 0.07795
H -0.85397 4.52245 0.47430
H -4.43398 2.20751 0.55933
H 1.52381 9.95891 -1.23162
H -0.65027 -0.20537 2.45103
H 3.24804 -7.75756 -3.36067
C 4.18942 -3.93928 -1.42472
H -7.21604 6.73621 1.34825
H 4.08225 -0.31468 -3.95767
F 5.06043 -6.11165 2.75290
H -1.22577 -0.46119 -1.82105
C 2.80454 5.60467 -4.33297
F -5.69825 -2.80213 3.79273
H 3.05461 9.91869 -2.12026
O 2.50447 1.95753 -2.86201
C 3.43488 4.61698 -3.37434

***

114
Properties=species:S:1:pos:R:3 method="wB97M-V/def2-TZVPD" de_lowest_kj_mol=47.7 homo_ev="-10.4 / -11.4" total_charge=+1 gap_ha="0.2905 / 0.2390" largest_force_ev_per_a=0.7 spin_multiplicity=5
H -1.71254 5.76830 0.33445
F 1.05281 2.65798 -3.94148
H 0.81655 -0.49132 3.28231
Si 3.55793 -1.32449 -1.85958
H -1.28488 -2.19128 1.13207
H -2.86738 4.15674 1.61705
H -1.16600 -6.53929 1.23392
C -1.34138 -5.57709 0.74772
H -4.08024 -4.06814 -1.90656
H -0.74678 4.31055 3.54759
H -0.78214 0.96230 4.64144
C 2.76107 3.10196 0.56574
F -1.14146 1.91221 -3.84758
C 0.49977 3.23560 1.16625
H 0.62907 -3.20621 3.40634
H 5.17397 5.46401 0.54141
C -3.27338 -0.64151 -4.39703
H -7.89736 -4.52188 1.20572
C -2.09040 3.44173 1.34083
C -6.93929 -5.26377 -0.56624
H 3.42551 5.62599 0.75930
H 3.54322 -2.05607 -4.23778
C 4.07230 3.65198 0.08286
C 0.00408 -4.06502 3.14839
C 1.68161 -4.85668 0.67617
H 3.37328 4.88016 -1.57659
H -1.48708 0.40872 -2.39624
H 2.04965 -5.70679 1.25354
Rh 0.16774 1.22291 0.21744
H 4.52357 0.95987 -2.03211
C -0.79805 5.18655 0.22265
H -3.68160 -2.11124 -1.85323
H 1.13983 3.68818 4.24164
H 1.34011 4.31250 -0.59661
C -0.66439 1.50170 3.70074
F 0.57201 0.40861 -3.69508
C -5.86779 -5.12915 -1.43755
H -4.91737 -1.86125 -3.66339
C -2.50098 -0.67577 -1.08345
H 0.04200 5.88181 0.25711
H 5.64501 -1.30676 -0.49734
H 1.60519 -2.93140 -1.55509
C 3.52391 0.53169 -2.11104
H -1.13839 0.90149 2.91920
C 0.83177 1.68060 3.42293
H -1.19213 2.44692 3.79462
H 5.31054 2.48222 1.44022
C -2.18687 -1.23394 -3.50071
H -2.39906 -2.27725 -3.25125
H 3.31957 1.64253 2.10057
H 3.64635 3.19664 -2.01523
C 1.44481 2.66314 4.44403
H -1.32088 -5.74652 -0.33061
C -5.05247 -3.27358 -0.14179
C 1.74573 -1.85271 -1.48687
H 4.11540 -3.36052 -3.18444
H -6.20370 -2.74434 1.57651
H 1.67965 -5.15364 -0.37452
H 1.56519 0.13809 4.73676
H 4.23294 -1.20789 0.55141
C 5.23850 2.70631 0.37443
H 4.38280 4.74347 1.95886
C 1.17110 2.25232 2.04042
C -4.92746 -4.13380 -1.23250
C -4.68177 -0.80537 -3.83182
H -0.85057 -2.74104 -0.50314
H 1.07124 -1.35993 -2.18910
O -3.85851 -1.81233 1.28293
N -3.38532 -1.71976 -0.97178
F 0.15808 1.86514 -1.96283
C -4.06652 -2.21096 0.16644
H 5.13602 1.76691 -0.17099
H 3.12645 0.79846 -3.09017
H 6.17314 3.17984 0.07476
H 2.39995 -4.04333 0.79751
S -2.07705 0.35204 0.21530
C 1.46624 0.29695 3.66232
C -6.12399 -3.42198 0.73719
H -5.41385 -0.41428 -4.53644
H -2.34767 -5.25127 1.02037
H -2.30880 3.09717 0.33143
H -3.20789 -1.13054 -5.37046
Si -0.02743 -4.33858 1.28527
H -2.15055 2.60280 2.02783
C 4.27573 4.95506 0.89365
C 4.14909 -2.28417 -3.35954
H 4.71518 -2.75778 -0.13893
C -0.73087 4.14952 1.35767
H -3.04931 0.41492 -4.54810
H -1.27385 5.75581 2.69336
C -7.06637 -4.41149 0.52253
H 0.41184 -4.93431 3.66752
H 5.01925 4.27906 -1.75771
N -1.99827 -0.45890 -2.27549
H -5.76687 -5.80619 -2.27507
C 2.54185 2.22144 1.62830
H -1.23370 -1.19796 -4.02498
H 5.18236 -2.02039 -3.59509
H 2.45225 0.17362 3.21906
C 4.63324 -1.68816 -0.34354
C -0.56223 4.92967 2.67306
H -0.83043 4.70293 -0.75552
Te 1.16101 -1.30416 0.48651
H 2.89824 1.01915 -1.36315
H -0.99674 -3.88312 3.54477
H 0.44340 5.35006 2.74394
B 0.17942 1.73618 -3.45217
H -4.80784 -0.25972 -2.89404
C 4.02060 4.01850 -1.40741
C 1.49736 3.63506 0.22499
H -7.67541 -6.03884 -0.73284
H 2.53431 2.62440 4.40622
H 1.12318 2.39731 5.45193
C -0.50073 -2.64392 0.52467

***

114
Properties=species:S:1:pos:R:3 method="wB97M-V/def2-TZVPD" de_lowest_kj_mol=96.1 homo_ev=-6.9 gap_ha=0.2453 largest_force_ev_per_a=1.0 spin_multiplicity=1
H -3.10731 5.82384 -1.18572
H 3.75488 1.73384 -4.29630
Te -0.44314 2.86040 -1.00750
H 6.14139 -2.18800 -2.89907
H -1.76806 -0.92076 3.13010
H -2.54279 2.31735 0.79578
H -0.66783 1.64467 2.52609
H -1.12234 -5.31083 -1.53012
C 2.62361 1.05637 -2.58888
H -4.57493 5.07635 -1.81298
H -2.40702 6.59725 -4.20213
C 4.57986 -0.02685 -3.39842
C 1.85616 -0.57854 4.35612
C -0.92511 -4.41972 -2.12673
C 3.41970 -0.74016 -1.39367
H 1.91198 5.48263 2.89597
H -4.14309 -3.28777 -1.56963
H 5.38149 -0.15011 -4.11679
H -0.22745 -6.35579 1.66231
H -2.61130 -2.22104 3.95337
C -4.57122 -1.49754 0.79395
H 2.43576 6.32932 -1.24686
C 5.13635 -2.90760 -1.15201
C 0.17902 4.46026 0.32404
H -0.19642 3.73611 -3.56715
N 2.40025 -1.18177 0.74447
C -0.65863 -1.31650 -3.40371
H -5.44150 -1.97680 1.24682
C -1.02941 -5.70923 1.29634
C 0.02763 1.01478 3.07394
H -3.46952 4.13782 -0.80615
C 4.14261 -2.68290 -0.18561
H -4.62044 -0.44338 1.06048
H -2.78100 2.41507 -4.70198
Si 2.04522 4.63930 0.54962
Sn 0.32573 -0.42275 0.06937
H -0.27178 5.12325 -2.48268
H -2.29606 5.31889 -5.41273
H 1.85977 1.82108 -2.68200
H 2.64814 2.73800 2.05376
H 3.87766 5.34478 -1.00332
H 2.08714 -3.94710 1.04059
C 4.46457 -0.94524 -2.33421
N 2.49754 0.23450 -1.57409
C 1.02698 0.28406 5.10203
C -3.74590 -4.08133 1.93339
H 1.36786 -3.31708 -0.44008
H -1.87848 -5.83507 1.96553
H -0.87120 -3.88288 3.71767
H -3.85402 1.08432 -1.04819
C 0.13088 1.10091 4.46517
Si -0.39395 -3.90909 1.25162
H 1.12703 0.30730 6.18037
H 2.89467 -1.45797 6.03143
C -3.19975 2.66395 -3.72425
H 2.50653 4.69140 -1.90366
H 4.44905 -2.72628 4.57951
C 3.31679 -1.57054 -0.21640
H 4.01759 -3.43629 0.57456
C 5.34154 -2.04032 -2.18476
H -3.37159 -3.14439 -3.14234
H 5.76583 -3.78336 -1.05401
N 0.77202 0.20449 2.35502
H 0.15831 -4.32463 -2.22537
H -0.96655 -2.17639 -4.00563
H 0.86227 -4.05122 3.41233
C 2.32807 5.86607 1.96182
H -3.86334 5.75690 -4.73423
H 1.37238 -5.05246 -0.13931
C -0.74041 4.16907 -2.72659
H 0.38451 -1.08724 -3.63440
H -2.84437 -0.05109 -0.46470
C 3.67757 0.99262 -3.51271
H -4.79262 -3.99869 2.23108
C 2.82654 -1.40675 4.95264
H -3.72433 -1.69377 -2.21062
H 1.84970 6.82573 1.75603
H -1.33754 -4.60003 -3.12112
H 2.33011 2.15683 0.42041
H 0.08194 -2.47856 3.26455
H -1.33356 -6.08192 0.31666
C 1.70658 -0.57175 2.94520
H 3.39182 6.05210 2.12399
H -3.68995 -4.77816 1.09416
C -3.52164 4.89665 -1.58874
C -2.80569 5.62453 -4.49677
Si -1.66598 -2.85692 -1.34479
C -2.69645 -1.49499 3.14252
C -1.41755 -2.51961 0.47223
Si -2.57834 4.34252 -3.12552
H -2.90687 1.88009 -3.02310
H -3.51581 -0.81879 3.39864
H -0.27744 5.37260 -0.06283
N -3.17112 1.51588 0.75723
H -4.28761 2.64991 -3.81756
C -0.04866 -3.54503 3.08345
H -2.86152 0.84699 1.45463
H 3.86518 2.93666 0.79525
H -0.29267 4.24671 1.28575
H -3.20604 -4.52430 2.77239
Si -3.01513 -2.38081 1.48080
H -1.27933 -0.45829 -3.67834
N -2.98069 0.94976 -0.55275
C 2.58654 -1.33021 2.09155
C 3.67523 -2.10817 4.14148
C 2.78752 5.31409 -1.05070
C 3.58524 -2.04961 2.74353
H -0.49572 1.79282 5.01006
H 4.33148 -2.57607 2.17547
H -4.69168 -1.58139 -0.28531
C 1.26434 -4.07638 0.33673
O -0.77993 -1.57542 -2.01673
C -3.39060 -2.73141 -2.13185
C 2.79181 2.96421 0.99386

***

124
Properties=species:S:1:pos:R:3 method="wB97M-V/def2-TZVPD" homo_ev=-16.7 total_charge=+4 gap_ha=0.3868 largest_force_ev_per_a=3.4 spin_multiplicity=1
C 1.68621 1.84485 5.76593
C 7.27382 -5.81845 4.87318
H 7.83249 -9.15069 7.43214
H 7.74654 -9.58140 5.81294
C 2.04095 4.39082 5.56460
H 4.38996 5.74140 2.77797
H -8.33017 2.75087 -0.90363
N 2.79353 -0.77672 -1.80818
C -0.68646 -2.64832 0.87441
H 8.30517 -7.54470 3.97585
C -2.76481 5.03593 -5.23507
N 2.68781 -2.26397 -3.40044
H -3.38144 2.81818 -7.50099
C 2.70290 5.19325 4.69028
H -5.84265 -3.02923 -3.22610
H -3.39904 -4.00539 -3.73101
C -5.77407 2.06234 -1.80201
N -7.06189 1.44339 0.24699
C -2.22951 -2.71435 -0.98486
F 3.41383 -1.05034 3.66431
C -2.82360 7.77582 -7.60323
H 1.40104 -0.02484 -0.55313
C -4.25019 8.19738 -7.74070
B 3.15112 -0.72551 2.34989
H -9.60942 3.10835 1.41495
H 0.63925 1.60590 5.49363
B -2.42921 0.81377 -2.98519
H -1.51815 -5.39466 0.69235
H -2.26247 -1.63463 -1.14996
H 2.36707 4.10760 1.12892
H 1.83186 -2.24759 -5.30846
H 1.01560 1.49213 -2.16704
C 8.24599 -8.91369 6.46790
H 2.73999 2.03583 -2.39587
H 5.04138 -4.62648 6.19293
H 3.83419 -3.79195 -2.37859
H 7.19232 -5.09181 4.12991
H -8.18624 0.31026 3.76474
H 3.15676 2.22755 3.41454
F -3.47227 0.08907 -3.64846
H -1.01099 -1.58373 0.99683
C -1.89769 -4.65543 0.00841
H -5.65677 3.07682 -1.37365
H -6.61073 2.09026 -2.51099
H 2.21443 5.75125 1.64083
H -9.85772 0.82747 3.25951
H 3.52598 -2.74775 -5.26671
H -5.03467 0.75990 -0.22549
C -2.67787 -4.80896 -1.08726
H -8.65885 2.01873 4.03334
H 10.28941 -9.70386 6.89936
C -8.09504 2.30557 0.07058
F -2.64153 0.56632 -1.50670
F -2.56362 2.18147 -3.20969
C 7.81397 -7.07026 4.79586
H 1.83021 1.82822 6.82408
H 4.71017 4.04030 2.21927
H -6.33281 0.17258 -1.29549
H -3.55609 -2.26384 -3.18868
C 2.91094 3.06550 4.03129
H -0.66532 -3.12948 1.86829
N 2.21085 3.09572 5.15643
H -1.55805 2.70928 -7.35317
H 3.74537 -1.89171 -0.32573
H -5.37758 -4.56931 -2.60647
N 3.15313 4.38042 3.67719
H -2.43778 7.53555 -8.56463
C 7.15708 -6.72128 6.94061
H 1.72078 4.60883 6.60384
N 6.82819 -5.67210 6.16422
H -2.89255 4.51157 -4.33351
H 6.90720 -6.99789 7.96075
C 1.97298 1.67205 -1.65841
H -4.90191 1.79883 -2.34558
H -4.98932 7.38349 -7.92715
H 2.82342 6.23369 4.70430
H 6.53563 -3.61855 6.55302
H 10.16544 -8.05017 6.95199
H 2.16032 -3.82890 -4.69162
N -2.72907 6.56092 -6.82371
C 2.38319 -0.99373 -3.03882
H -3.01764 -5.75162 -1.49748
N 7.77800 -7.55752 6.10469
H -2.19067 8.57757 -7.16645
F -1.19134 0.28113 -3.43102
H 3.45650 5.39527 0.46008
H 2.42656 1.09936 5.37408
C -7.23469 0.94586 1.47842
C -2.56665 5.34733 -7.40258
C -8.87063 2.32830 1.17807
C -2.49686 2.91514 -6.83881
H 1.80523 -0.36973 -3.66503
H -6.61130 0.24086 1.97112
H 0.31310 -2.70507 0.44484
N -1.61929 -3.31061 0.00679
C 2.57763 -2.85448 -4.74324
H -2.52022 2.31042 -5.96267
F 1.87567 -1.24885 1.83948
H 5.82213 -4.66373 7.78108
N -2.90870 -3.63147 -1.70400
F 4.12104 -1.30565 1.47636
C -5.17377 -3.50863 -2.58110
H -4.61585 8.79939 -6.85913
C -3.76645 -3.32659 -2.94034
H 1.84599 2.36627 -0.87454
C 2.92827 4.99178 1.35509
C 3.40489 -1.93032 -1.32564
H 10.13397 -8.75660 5.41507
N -2.57843 4.40819 -6.43356
C 3.37037 -2.84505 -2.34034
H -5.38171 -3.20016 -1.54970
H 3.00838 0.39989 -0.07446
C -8.83102 1.11473 3.39480
C 2.34720 0.33190 -0.96261
H -4.33392 8.86585 -8.54693
H -2.79523 7.33758 -4.87544
F 3.09032 0.69282 2.18283
C -2.82221 6.40786 -5.47208
N -8.27922 1.52120 2.10091
C 9.76741 -8.87627 6.46023
C 5.96286 -4.60758 6.71611
C 3.91259 4.79525 2.48288
H -2.52673 5.09229 -8.44058
C -5.99648 1.00596 -0.76713